Entry from the OMol25 dataset: a structure of composition C2H4NP in a non-equilibrium geometry (ωB97M-V with the def2-TZVPD basis set).

XYZ file:
```
8
Properties=species:S:1:pos:R:3:lowdin_charge:R:1
C -0.1852 -1.6209 0.2442 -0.022
C -0.9943 0.4860 0.1789 0.016
N 0.0081 -0.2902 -0.0095 -0.693
P 1.7601 -0.2094 0.0331 0.835
H -1.0417 -2.1692 -0.3694 0.052
H -1.9278 0.0265 -0.1798 0.010
H 1.8331 0.2207 1.3636 -0.096
H 1.9507 1.2041 -0.1385 -0.103
```

Electronic energy ... -474.44234 a.u.
Frontier orbital gap (spin up / spin down) ... 7.83 / 7.83 eV
Charge ... 0
LUMO level (spin up / spin down) ... -0.75 / -0.75 eV
Energy relative to the best compared isomer or geometry (same formula, charge and spin) ... 607.4 kJ/mol
E_HOMO (spin up / spin down) ... -8.587 / -8.586 eV